242
Properties=species:S:1:pos:R:3:forces:R:3 method="wB97M-V/def2-TZVPD" orbital_gap_ev=8.52 multiplicity=1 lumo_energy_ev=-0.1 charge=0 total_energy_ev=-293757.5697 fmax_ha_per_bohr=0.1030 homo_energy_ev=-8.60
C -4.354275 6.267713 -2.753924 0.2 -0.3 -0.4
C -3.353195 6.266073 -1.572084 -0.8 -0.1 0.6
O -2.680195 4.989663 -1.487284 0.8 -0.3 -0.3
C -1.806205 4.778313 -0.485834 0.9 0.0 1.7
O -1.430015 5.590463 0.370976 -0.8 -1.8 -2.3
O -1.452225 3.448793 -0.551024 0.0 1.6 -0.3
C -0.571115 2.869243 0.436536 -0.6 -0.4 0.7
H -3.894115 6.447563 -3.725524 0.5 0.1 0.2
H -5.170545 6.989253 -2.719514 0.3 0.4 0.7
H -4.889715 5.333143 -2.921224 0.3 -0.4 0.6
H -3.835665 6.317823 -0.596044 -0.5 0.4 -0.2
H -2.654745 7.102883 -1.576004 0.2 -0.2 -0.4
H -0.864565 1.819923 0.466766 -0.1 0.0 -0.1
H -0.789755 3.260573 1.430096 0.1 0.3 -0.1
H 0.501815 2.876593 0.244536 -0.1 0.7 -0.5
C 2.050545 -0.113817 -6.828314 -0.2 -0.2 -0.7
C 1.274635 1.062683 -7.510624 1.4 -1.0 1.3
O 0.531815 1.737153 -6.466214 -1.1 0.0 -0.6
C -0.719655 1.372253 -6.094294 0.4 -0.8 0.7
O -1.353635 0.364703 -6.358684 0.9 1.3 -0.3
O -1.089655 2.298983 -5.190714 1.3 -0.4 -1.0
C -2.380495 2.299393 -4.660774 -0.7 0.6 0.2
H 2.868615 0.130643 -6.150744 -0.5 0.8 0.3
H 2.611775 -0.736327 -7.525174 -0.4 -0.1 -0.6
H 1.342625 -0.762827 -6.312814 0.0 0.0 0.0
H 0.696855 0.761523 -8.384454 -0.4 -0.1 0.4
H 2.008995 1.789413 -7.858014 -0.2 0.2 0.1
H -2.942035 3.046463 -5.221714 -0.3 0.0 0.1
H -2.227305 2.665023 -3.645414 -0.5 -0.2 0.1
H -2.915875 1.351293 -4.711564 0.3 -0.1 0.1
C -0.176705 -4.469817 2.113106 0.8 0.0 0.8
C 1.185345 -4.464147 1.373976 -2.0 1.1 0.0
O 2.270285 -4.842427 2.234416 -0.1 -0.8 0.7
C 3.462725 -4.262917 2.310306 0.9 2.6 -3.0
O 3.832865 -3.236487 1.731866 -1.3 -1.0 0.9
O 4.315015 -5.003367 2.965406 -0.2 -0.8 1.2
C 5.644565 -4.599777 3.276346 1.3 -0.9 1.3
H -0.266085 -3.600767 2.764926 0.1 -0.1 0.3
H -0.250615 -5.387927 2.695956 -0.2 0.1 0.1
H -1.041585 -4.426117 1.451156 0.3 -0.1 -0.4
H 1.273085 -3.441577 1.006916 0.7 -0.3 -0.4
H 0.967965 -5.180207 0.581436 1.3 -0.1 -0.2
H 5.957225 -3.621867 3.642476 -1.3 0.8 -0.8
H 6.391675 -4.938017 2.558356 -0.5 0.1 -0.5
H 5.854305 -5.159727 4.187696 0.0 -0.5 -0.1
C -4.508505 -7.718417 1.901896 1.3 0.3 0.3
C -4.854315 -7.026007 3.195866 -0.7 -0.4 0.0
O -3.857125 -6.146137 3.690606 1.1 0.3 -0.7
C -4.208015 -4.985957 4.226556 -1.4 0.0 -0.1
O -5.322875 -4.622127 4.484596 -0.7 0.0 0.0
O -3.149335 -4.258897 4.417776 2.9 -0.8 -0.4
C -3.235775 -3.007857 5.005586 -1.3 1.4 0.9
H -5.418605 -8.212947 1.562406 0.2 -0.1 -0.2
H -3.693315 -8.422137 2.070286 -0.1 -0.3 -0.2
H -4.130025 -6.989447 1.185336 -0.3 0.0 -0.3
H -4.920795 -7.778247 3.981866 -0.9 0.1 0.0
H -5.770205 -6.495667 2.935126 -0.1 0.2 1.0
H -3.912315 -2.395237 4.409686 0.1 0.2 0.0
H -2.283705 -2.496127 5.146276 0.3 -0.6 -0.6
H -3.658665 -3.057937 6.008956 -0.2 -0.2 0.1
C -2.487525 -3.788167 -4.380114 0.6 -0.2 -0.6
C -2.328875 -4.305167 -2.943084 -0.8 2.3 -0.4
O -1.471895 -5.402057 -2.909954 0.5 -2.8 0.6
C -1.502075 -6.229217 -1.827074 -2.3 1.8 1.1
O -2.131165 -6.032747 -0.776414 1.3 -0.2 -2.0
O -0.807705 -7.290567 -2.116214 1.2 -1.3 -1.3
C -0.779655 -8.356947 -1.183374 -0.7 0.2 1.8
H -3.138255 -2.927087 -4.532424 0.0 0.2 0.9
H -2.928485 -4.490657 -5.087334 0.1 -0.5 0.3
H -1.517165 -3.512707 -4.793164 0.1 0.0 0.0
H -3.339455 -4.444297 -2.559064 0.4 -0.5 0.5
H -1.789785 -3.570247 -2.345274 -0.6 0.5 0.1
H -0.048705 -8.114397 -0.412014 -0.1 0.0 0.2
H -0.554815 -9.371247 -1.513134 0.2 0.6 -1.2
H -1.775095 -8.416437 -0.743304 0.1 0.0 0.3
C 1.750915 -3.202207 -2.797184 -0.3 -0.1 -0.6
C 2.645355 -2.328927 -3.713404 -0.8 -0.6 2.4
O 3.334165 -3.270917 -4.493334 0.2 -0.9 -0.8
C 4.391045 -2.880457 -5.190054 -0.7 2.0 0.2
O 4.821215 -1.744507 -5.171124 0.3 -0.6 -0.3
O 4.806055 -3.884807 -5.916074 -1.0 -1.0 0.3
C 5.702925 -3.650067 -6.965464 0.9 -0.8 0.1
H 2.188055 -4.179507 -2.592494 0.3 0.2 0.1
H 0.847475 -3.412867 -3.369484 -0.2 -0.1 0.2
H 1.454055 -2.750597 -1.850604 0.2 0.3 -0.1
H 3.356975 -1.783187 -3.093814 -0.1 0.4 -0.4
H 1.937675 -1.708487 -4.263244 0.7 0.3 -0.4
H 5.222685 -3.213447 -7.841164 0.1 0.5 0.3
H 5.995015 -4.660477 -7.251554 0.3 0.1 -0.1
H 6.551885 -3.135907 -6.514904 0.1 0.4 -0.8
C 1.697825 -0.708787 2.334916 0.2 -0.9 1.0
C 1.799925 -0.208487 0.949656 0.4 1.9 -0.9
O 0.671685 -0.619817 0.190826 -1.5 -1.1 -0.4
C 0.374305 -0.123497 -1.000474 1.7 1.3 -1.7
O 1.148405 0.573893 -1.701184 -2.2 -1.7 1.8
O -0.873645 -0.519967 -1.362374 1.8 -0.2 0.9
C -1.311395 -0.034357 -2.631744 -0.2 0.5 0.5
H 1.701085 -1.798697 2.321376 0.1 -0.1 0.1
H 0.852995 -0.419937 2.960156 -0.2 0.4 -0.4
H 2.599595 -0.400257 2.863816 0.0 0.0 0.0
H 2.747855 -0.516707 0.508596 -0.2 -0.4 -0.3
H 1.810395 0.878843 0.874046 0.2 0.1 0.4
H -2.194335 -0.630337 -2.862674 0.2 0.0 -0.2
H -0.517345 -0.081997 -3.376934 -0.2 -0.1 0.0
H -1.585205 0.998383 -2.415924 -0.1 0.1 -0.6
C -5.403975 -0.655127 -4.900044 1.4 -1.0 -1.1
C -4.725705 -0.867177 -6.347064 -0.9 0.5 2.3
O -5.755285 -1.391187 -7.165674 -0.9 -3.6 -2.1
C -5.726415 -2.793057 -7.406044 2.4 -0.7 1.4
O -4.863855 -3.536107 -6.840254 -3.9 2.5 -2.6
O -6.712585 -3.161017 -8.329574 1.6 1.9 2.0
C -6.869025 -4.533987 -8.660094 0.1 -0.5 0.2
H -6.216705 0.071173 -4.907624 0.3 0.2 0.0
H -4.634635 -0.506077 -4.142414 0.0 0.8 0.0
H -5.786975 -1.607637 -4.533804 -0.3 -0.2 -0.5
H -3.844075 -1.506007 -6.294844 -0.3 -0.1 0.0
H -4.440075 0.079043 -6.806594 -0.1 0.0 0.1
H -6.801335 -5.136597 -7.754344 0.4 -0.2 -0.2
H -6.163105 -4.807037 -9.444454 0.2 -0.2 0.3
H -7.863015 -4.705237 -9.073304 -0.1 0.6 0.1
C 4.984755 7.178263 -4.674584 -0.2 0.1 1.5
C 5.171875 5.878003 -3.810794 0.3 1.2 -1.5
O 4.003655 5.029863 -3.918404 0.8 -0.3 -0.4
C 3.036325 5.043433 -3.033294 -1.0 1.3 2.1
O 2.994555 5.760203 -2.036514 -0.1 -1.2 -1.3
O 2.089285 4.167363 -3.421564 0.6 0.0 -1.2
C 0.962285 3.908283 -2.620474 -0.6 0.8 1.9
H 4.453665 7.080173 -5.621374 0.4 -0.4 0.0
H 5.923955 7.724493 -4.762044 0.4 -0.5 -0.5
H 4.439655 7.922613 -4.094134 -0.6 -0.2 0.2
H 5.535405 6.154973 -2.821234 -0.9 -0.3 0.3
H 5.990735 5.302023 -4.241854 -0.3 -0.3 -0.1
H 0.005015 3.703923 -3.100044 0.7 -0.5 -1.1
H 0.670635 4.796823 -2.060544 0.5 0.2 0.4
H 1.201775 3.108303 -1.919914 -0.1 -0.1 -0.1
C 3.344375 1.295023 5.653136 0.3 0.1 0.4
C 3.730075 2.690273 5.166186 0.4 0.7 -0.8
O 4.402735 3.457373 6.215696 0.2 -0.2 0.8
C 4.427715 4.781083 6.233786 -2.8 2.3 -2.3
O 3.923905 5.487853 5.286836 2.3 -2.0 3.9
O 4.912065 5.207343 7.450836 0.0 -1.9 -1.7
C 4.692855 6.520723 7.932446 -0.4 0.2 -1.0
H 2.314765 1.200843 5.998286 -0.1 0.2 -0.3
H 3.915545 0.955603 6.517236 0.4 0.3 -0.1
H 3.549495 0.572873 4.862866 -0.3 0.0 -0.1
H 2.909655 3.247883 4.714436 -0.2 0.1 0.7
H 4.405505 2.663933 4.311076 0.3 -0.4 0.2
H 3.686165 6.547303 8.349546 0.0 0.3 0.1
H 4.775695 7.193863 7.079156 0.0 0.3 0.3
H 5.442645 6.722423 8.697446 -0.1 -0.1 -0.2
C -0.996625 0.184343 6.218586 -1.7 -2.1 1.6
O -1.351805 -0.623537 7.095296 1.3 1.2 -1.1
N -1.799265 0.535653 5.209706 1.0 -0.6 -0.3
C -1.358895 1.670643 4.461816 0.1 0.9 -0.2
C -3.224185 0.281593 5.098096 0.1 0.7 0.2
H -0.039485 0.718143 6.113086 0.2 -0.5 0.6
H -0.383695 2.039083 4.780156 0.2 -0.5 0.0
H -2.002735 2.487553 4.787746 -0.4 0.4 -0.9
H -1.309175 1.468323 3.391916 -0.5 0.4 0.0
H -3.613725 1.218013 5.497426 -1.0 0.0 -0.3
H -3.452035 0.171343 4.037896 -0.2 0.2 0.1
H -3.675265 -0.543687 5.649046 0.8 0.0 0.2
C 2.874625 4.001453 1.499246 -0.7 -2.9 0.8
O 2.872755 2.793203 1.895826 0.1 2.4 -1.0
N 2.144255 4.956583 2.064256 -1.4 0.9 1.1
C 2.417495 6.309553 1.684666 0.6 1.5 -0.3
C 1.231725 4.799493 3.244826 1.5 0.2 -0.5
H 3.384815 4.371963 0.596676 0.4 -0.4 0.2
H 2.986905 6.892293 2.408736 0.4 -0.5 0.6
H 1.560515 6.971633 1.560826 -0.6 -0.6 -0.4
H 3.041105 6.325563 0.790826 -0.3 0.0 -0.2
H 0.276055 5.308283 3.118656 -0.1 -0.4 -0.7
H 1.163305 3.738763 3.486216 -0.2 0.2 -0.1
H 1.705225 5.342073 4.063066 0.2 -0.3 0.3
C -4.369905 2.783563 1.611356 -0.3 -0.9 -0.8
O -3.289075 2.270443 1.789876 0.8 -0.1 0.4
N -4.695515 4.055453 1.746656 -1.0 0.9 0.2
C -6.070455 4.469053 1.406606 0.8 0.0 0.1
C -3.763135 5.079493 2.125446 0.6 0.7 0.4
H -5.215625 2.204883 1.208756 -0.2 -0.2 0.2
H -6.798095 3.741973 1.767146 0.1 0.1 0.2
H -6.186855 4.553573 0.326136 0.0 0.1 -0.1
H -6.222595 5.443953 1.869756 -0.3 -0.1 0.0
H -4.012235 5.563223 3.069936 -0.5 0.0 0.1
H -2.743825 4.724623 2.277646 -0.3 -0.4 -0.4
H -3.723205 5.856813 1.362376 0.0 0.0 0.1
C 5.059805 2.879163 -1.356644 1.2 1.6 1.4
O 5.485105 3.690463 -0.514144 -0.9 -0.8 -1.0
N 5.856835 2.175803 -2.158444 0.7 -0.4 -1.7
C 5.233945 1.164013 -3.026384 -1.2 -0.2 1.0
C 7.310385 2.328073 -2.231884 0.3 0.3 0.9
H 3.986245 2.704023 -1.526914 0.0 -0.2 0.1
H 4.408595 1.575493 -3.607404 0.3 0.3 -0.5
H 4.693975 0.507723 -2.343874 0.2 -0.6 -0.1
H 5.888855 0.553493 -3.648044 0.2 0.5 0.2
H 7.707075 2.502903 -3.231974 -0.5 -0.5 -0.3
H 7.696205 3.185653 -1.680704 -0.7 0.1 0.3
H 7.777615 1.478673 -1.733564 0.2 -0.2 -0.4
C 7.659725 0.088163 0.853296 0.7 1.7 0.3
O 8.660915 0.804453 0.789726 -0.9 -0.9 -0.3
N 6.507725 0.434433 1.473166 -1.4 0.0 -0.4
C 5.627285 -0.692817 1.878016 -0.5 1.6 -0.2
C 6.226115 1.811773 1.995276 1.4 -0.5 0.4
H 7.568475 -0.896627 0.369486 0.3 -0.1 0.1
H 5.832975 -1.608317 1.323346 0.7 -0.1 0.7
H 4.568845 -0.583767 1.641546 0.0 0.8 -0.2
H 5.652105 -0.654887 2.967066 0.2 -1.1 0.2
H 6.382245 1.803203 3.074006 -0.4 -0.2 0.3
H 7.000885 2.513743 1.686976 0.1 -0.4 -0.6
H 5.275685 2.280593 1.740336 -0.2 -0.8 -0.2
C -4.355645 -1.471747 -0.968564 0.9 -1.9 -0.9
O -4.229625 -2.284067 -1.931924 -0.8 1.9 2.6
N -4.293195 -1.779217 0.373016 -0.2 -0.2 -0.5
C -4.020905 -0.785397 1.432006 -0.6 -0.1 -1.3
C -4.412385 -3.159507 0.858596 0.1 0.2 -0.6
H -4.487095 -0.397307 -1.169824 0.1 0.0 0.2
H -3.029425 -0.967177 1.846776 0.0 0.1 0.0
H -4.781035 -0.827807 2.212076 0.0 -0.3 0.1
H -4.084915 0.217753 1.010476 0.3 -0.1 0.0
H -3.632605 -3.353107 1.595196 0.0 -0.1 0.0
H -5.388485 -3.324687 1.314716 -0.1 0.2 0.2
H -4.334765 -3.878067 0.042666 0.3 0.2 -0.1
C -0.086175 -3.909607 8.059826 0.0 0.2 0.0
O -0.685155 -4.155767 9.083256 0.0 0.0 -0.1
N 1.198235 -4.199787 7.792336 0.5 -0.5 -0.3
C 1.701455 -4.072097 6.422906 0.4 -0.8 0.4
C 2.100965 -4.881477 8.727516 -0.1 0.5 -0.1
H -0.461945 -3.365037 7.179796 -0.8 0.1 0.2
H 1.075945 -3.612047 5.657926 -0.6 0.1 0.6
H 1.841735 -5.107337 6.111956 0.5 0.1 -0.5
H 2.635525 -3.510307 6.419286 0.2 -0.2 0.0
H 1.674595 -4.958757 9.727676 0.0 0.7 -0.1
H 2.374875 -5.916427 8.522696 -0.3 -0.1 -0.8
H 3.020185 -4.299257 8.662926 0.2 -0.1 0.6
Br -7.403845 -0.274107 0.551646 -0.5 0.9 -0.9
C -8.167785 1.150403 -0.623484 1.4 0.7 -0.8
C -7.456585 1.345973 -2.018284 0.4 -0.8 1.2
Br -5.607445 2.174343 -1.925904 -1.2 -0.3 0.2
H -8.019845 2.086173 -0.084464 -0.2 -0.2 0.2
H -9.232375 0.975313 -0.778664 0.2 -0.3 0.1
H -8.045275 1.998273 -2.663294 0.1 -0.1 0.1
H -7.262155 0.377823 -2.479774 -0.1 0.2 -0.1